(1)
The following is a DFT calculation (ωB97M-V/def2-TZVPD) of a molecular structure, C35H46F3FeGeNOSSi3.

Gap between HOMO and LUMO (spin up / spin down) in eV: 3.77 / 4.37
Total charge: -2
HOMO level (spin up / spin down) in eV: 0.9 / 0.3
⟨S²⟩: 6.040
Multiplicity: 5

The geometry in XYZ format:
```
92
C35H46F3FeGeNOSSi3 ωB97M-V/def2-TZVPD
Ge 0.73627 2.77414 0.09133
Fe 0.12232 -0.71836 0.30949
S 1.49538 -0.97571 -1.75821
Si -0.94961 -3.72137 -0.48108
Si -2.63910 -0.99982 -0.82502
Si -1.71518 -2.41671 2.06481
F 3.83621 -2.80805 -2.70418
F 4.78162 -0.88712 -2.17681
F 5.70457 -2.70895 -1.52470
O -3.68785 -0.23537 0.30994
N 1.69217 -1.55931 0.85672
C -0.07683 4.42031 0.75954
C -1.87974 0.10850 -2.10992
C 2.36303 -1.51334 -0.30985
C -1.54445 6.79061 1.53024
C 3.73589 2.88490 -0.14297
C 4.46666 -2.11691 -1.72402
C -2.43954 -4.94544 -0.23323
C -5.05649 0.04029 -0.10241
C 2.80995 2.30151 2.00095
C -1.36270 -2.05498 0.21563
C 0.21466 5.74002 0.23935
C -0.49885 6.88419 0.60529
C 1.46686 2.29306 -2.70939
C 0.61291 -4.72382 -0.13654
C -3.65163 -2.58184 2.49120
C 0.63499 2.95902 -1.84015
C -1.15431 -1.10586 3.29395
C -1.87540 5.51579 2.04903
C 4.11611 2.08186 2.48780
C -0.37710 4.06211 -3.77361
C -1.10333 4.39510 1.73601
C 1.46142 2.54880 -4.08964
C -0.86101 -3.59861 -2.41155
C 2.23863 -1.96738 2.04646
C -4.00861 -1.93061 -1.86340
C 4.25994 -2.52875 0.80177
C 3.69403 -2.01896 -0.38718
C -0.97023 -4.10424 2.63335
C 3.52321 -2.50720 2.03778
C 5.19512 2.17916 1.62883
C -0.35166 3.76785 -2.42091
C 0.54196 3.43631 -4.57254
C 2.57877 2.65358 0.67638
C 5.01771 2.56487 0.28664
C -0.21703 1.15500 0.74667
H -4.22868 -3.18428 1.77500
H 3.61606 3.38167 -1.12312
H -2.69103 -5.33200 0.72164
H -2.19372 -5.83986 -0.78625
H -0.21871 7.82216 0.16917
H -1.91612 -0.25322 3.34215
H 0.60329 3.76467 -5.60822
H -2.78658 5.32758 2.58635
H 4.27300 1.80545 3.52437
H -5.70098 -0.89811 -0.19203
H -1.57304 -4.23938 -2.91963
H -1.17850 4.64857 -4.19944
H 0.96303 5.81566 -0.53524
H 1.98009 2.30121 2.75226
H 5.27191 -2.88283 0.77456
H 1.48928 -4.37895 -0.65717
H -1.60620 1.11426 -1.76626
H 1.63868 -1.76891 2.95608
H -3.68907 -3.10755 3.42184
H -1.40679 3.43845 2.21038
H -0.94242 -0.35786 -2.43240
H 2.25264 2.14977 -4.76946
H 0.09794 -3.92255 2.73191
H -2.04170 7.67920 1.88980
H -1.44133 -4.22109 3.61277
H -5.44686 0.76081 0.65941
H -0.19549 -0.57966 3.08267
H -1.00127 1.62136 1.39732
H 3.81889 -3.08052 2.90851
H -2.43712 0.26554 -3.06193
H -4.02536 -1.55111 2.69277
H 5.89863 2.61692 -0.33596
H -1.14551 -2.53156 -2.59710
H 0.19051 -3.78335 -2.74310
H -4.52820 -1.18391 -2.50299
H -1.06909 4.27959 -1.76795
H 6.15147 1.84287 2.02638
H -1.07198 -4.91300 1.97076
H -3.54945 -2.69169 -2.44082
H 2.15732 1.56460 -2.28664
H 0.83784 -4.89699 0.93762
H -1.04900 -1.37836 4.35533
H -5.11858 0.60567 -1.02058
H -4.84068 -2.34753 -1.22420
H 0.31282 -5.71929 -0.48014
H -3.33966 -4.59069 -0.65030
```

---

(2)
The following is a DFT calculation (ωB97M-V/def2-TZVPD) of 4 unconnected molecules or ions with the total composition C35H46F9N2O8P.

Gap between HOMO and LUMO in eV: 8.20
HOMO level in eV: -7.9

The geometry in XYZ format:
```
101
C35H46F9N2O8P ωB97M-V/def2-TZVPD
P -4.22778 -0.79527 -0.52735
F 2.72350 2.74609 2.26204
F 3.26774 -0.31109 3.71412
F 5.18436 1.67027 3.08770
F 2.47836 1.12872 0.72503
F 2.06756 1.49212 4.24978
F 4.92531 2.15088 0.92966
F 1.00494 -1.34565 3.93131
F 4.96676 -0.00736 1.48250
F 1.18700 -1.14069 1.72483
O -0.64713 3.05367 5.12596
O -4.29563 1.88576 0.56194
O -3.75138 3.71968 -0.72361
O -1.72629 2.42665 -3.32436
O -3.52914 0.18595 -1.74286
O -5.89650 -0.39213 -0.54099
O -1.39071 -0.59982 2.51725
O -2.73157 2.23929 4.79874
N -3.94305 -1.39252 2.25050
N -5.11935 -2.05535 1.84615
C 0.74811 8.08200 -1.72554
C -3.43960 -0.46317 1.17485
C -0.37736 1.76675 2.30501
C 0.84111 -8.53669 -3.00201
C 1.82846 -6.80253 -1.65282
C -0.31780 -7.77774 -3.12828
C 1.01572 -0.35612 2.89374
C 0.26631 -1.27272 -1.27212
C 6.29312 -3.58911 -2.27419
C -3.22411 2.77247 0.22399
C -0.19229 7.67823 -2.66827
C 2.93808 1.36130 2.01194
C -0.21980 6.35637 -3.09998
C 1.65592 7.16219 -1.21107
C 5.00050 -4.08157 -2.12510
C -3.95528 1.00244 1.64539
C -2.94303 3.18129 -3.08210
C -1.54478 -2.07218 0.56437
C 4.54845 1.23104 1.93694
C 6.76010 -2.59208 -1.42315
C -2.76368 4.02360 -1.73709
C -0.43611 0.33442 2.97296
C 5.93223 -2.08545 -0.42690
C 0.68546 5.43545 -2.58294
C 2.26357 0.56265 3.19742
C -0.84922 0.57978 4.52925
C 1.62227 5.83794 -1.63620
C 4.17636 -3.58080 -1.12281
C -1.81539 -0.58280 1.16393
C -1.52157 1.98032 4.79548
C 1.91368 -8.05014 -2.26143
C -1.07564 -2.07865 -0.95624
C 0.66818 -6.04525 -1.77600
C 4.64143 -2.58083 -0.27557
C -0.40631 -6.53396 -2.51198
H -5.71891 -2.10796 2.68090
H 0.01975 0.47959 5.24430
H 0.90899 -9.50740 -3.48073
H -1.37095 2.27105 2.11165
H -2.29449 2.22708 -0.13383
H -1.31195 -5.94489 -2.60610
H -3.04532 3.89786 -3.96852
H 1.18079 -1.95686 -1.15579
H -2.98993 3.38335 1.17311
H 6.93676 -3.98194 -3.05367
H -4.04913 -0.89412 3.13630
H 3.17077 -3.96935 -1.00226
H 2.81591 -8.64305 -2.15967
H 0.09923 1.63474 1.26481
H -0.90269 8.39419 -3.06673
H 6.29318 -1.30529 0.23197
H -1.72666 3.95903 -1.27873
H 7.76821 -2.20948 -1.53760
H 0.27972 2.52464 2.84044
H 0.66078 4.40383 -2.91796
H -1.32353 0.11286 0.42673
H 0.45976 -0.37373 -0.60844
H 0.25607 -0.88900 -2.35158
H -1.17499 3.83377 5.38966
H 0.60094 -5.07338 -1.29815
H -3.88131 2.53016 -3.10037
H 0.77300 9.11370 -1.39229
H -4.94707 0.79944 2.19174
H -1.15327 -8.15659 -3.70710
H -4.22829 0.59301 -2.30267
H -2.91613 5.12957 -2.00451
H -6.22969 -0.24553 0.36557
H 2.66725 -6.41988 -1.08075
H -0.94852 6.04274 -3.84008
H -1.50069 1.93601 -2.50912
H -2.48614 -2.72371 0.60979
H -0.77675 -2.64368 1.19699
H 2.39001 7.47759 -0.47734
H -1.61299 -0.21299 4.84600
H -4.93305 -3.01122 1.51800
H -3.26942 1.44764 2.43349
H 2.32672 5.11985 -1.23090
H -0.85380 -3.17668 -1.21524
H -1.85837 -1.74634 -1.70569
H 4.63535 -4.85696 -2.79030
H 3.99677 -2.18731 0.50289
```

---

(3)
The following is a DFT calculation (ωB97M-V/def2-TZVPD) of a molecular structure, C35H47ClO4PPtSi.

Gap between HOMO and LUMO (spin up / spin down) in eV: 9.02 / 4.45
Total charge: +1
HOMO level (spin up / spin down) in eV: -11.3 / -11.7
⟨S²⟩: 6.020
Multiplicity: 5

The geometry in XYZ format:
```
90
C35H47ClO4PPtSi ωB97M-V/def2-TZVPD
Pt -0.04185 -0.29572 -0.86470
Cl 2.13380 0.72348 -0.93786
P -0.27023 -0.48209 -3.06948
Si 0.27960 0.56762 2.56674
O 1.35327 1.81720 2.75586
O -0.23070 0.30728 1.09732
O -0.86238 0.98982 3.71689
O 1.05297 -0.71725 3.31049
C 2.44451 3.91433 2.59149
C -0.30174 -2.27218 1.15141
C -1.61202 -2.90896 -0.61860
C -2.39236 -2.28341 -3.66658
C -0.30627 3.44990 -4.20492
C -3.09584 0.39809 3.13645
C 0.84642 -1.66822 -3.97573
C 1.09461 3.21643 2.53969
C -2.05459 0.39057 4.24516
C 3.45206 -0.50129 3.51723
C -0.29124 -2.74781 -1.12580
C -4.16028 -1.89207 -5.25837
C 0.12178 1.07333 -3.95992
C -0.38059 2.28099 -3.44227
C 0.42479 -2.34982 -5.14093
C 1.34505 -2.97334 -5.98610
C -1.61175 -2.62166 0.76426
C -1.79682 -1.02457 4.73908
C -1.87197 -0.99152 -3.86546
C 2.69802 -2.98479 -5.64803
C 0.91227 2.25158 -5.92952
C 0.83831 1.08684 -5.16547
C 0.46122 3.41533 1.16375
C 0.55631 -2.24709 -0.02504
C 1.96075 0.20137 5.40971
C 3.12445 -2.39620 -4.45413
C 0.32391 3.42672 -5.45280
C -2.55265 1.22608 5.41943
C 2.20277 -1.76262 -3.61015
C -3.60299 -0.64586 -5.55369
C -2.51438 -0.17033 -4.81364
C -3.56821 -2.70830 -4.28777
C 0.20353 3.80510 3.63245
C 2.19687 -2.20143 4.79165
C 2.15142 -0.77371 4.25608
H -4.02878 -0.02622 -6.34558
H 0.02218 4.87022 3.42425
H -5.06730 -2.22060 -5.76309
H 0.38348 4.33528 -6.04925
H 3.56232 -1.21344 2.69410
H -3.38571 1.43496 2.93156
H 1.33216 0.18581 -5.52861
H 4.30407 -0.61992 4.19795
H 2.31218 4.97024 2.32818
H -3.48895 0.79529 5.79348
H -2.48350 -2.66695 1.42442
H -4.01579 -3.66884 -4.02197
H -0.73592 4.37565 -3.82049
H -0.76864 3.30370 3.67882
H 0.69178 3.73089 4.61495
H -0.52820 2.93836 1.11671
H -2.72015 -1.41999 5.18597
H 3.40769 -3.48043 -6.30578
H -1.51344 -1.69445 3.92141
H 2.87697 3.85698 3.59874
H -3.98991 -0.16198 3.42940
H 3.47552 0.51391 3.10866
H 3.06377 -2.34680 5.44702
H 1.04618 -0.02336 5.96951
H -2.14473 0.83399 -5.00764
H -1.02040 -1.04785 5.51418
H 2.54060 -1.30641 -2.67632
H -0.82763 2.29278 -2.45000
H 0.09371 -3.13157 -2.07557
H 0.06850 -2.20137 2.17172
H 2.27890 -2.91862 3.96795
H -2.68303 -0.03611 2.21744
H -0.62615 -2.38855 -5.41860
H 0.98511 -3.45672 -6.89596
H 1.43733 2.23481 -6.88784
H 1.91450 1.23965 5.06364
H -1.86085 -2.99976 -3.05016
H 0.34270 4.48937 0.96520
H -1.84665 1.24349 6.25862
H 3.14491 3.44842 1.89159
H 2.81189 0.11572 6.10264
H 1.29669 -2.44067 5.37196
H 1.10447 2.95733 0.39816
H -2.75954 2.26328 5.13481
H 4.17810 -2.43463 -4.17547
H 1.63688 -2.17005 -0.03291
H -2.47712 -3.27666 -1.16598
```

---

(4)
The following is a DFT calculation (ωB97M-V/def2-TZVPD) of a molecular structure, C35H48BN7S3SbSe4Tc.

Gap between HOMO and LUMO in eV: 6.42
Total charge: +2
HOMO level in eV: -13.0
Energy above the lowest of the compared OMol25 structures with the same formula, charge and spin in kcal per mole: 0.0

The geometry in XYZ format:
```
100
C35H48BN7S3SbSe4Tc ωB97M-V/def2-TZVPD
Sb 3.64044 1.46826 -7.20695
Tc 0.43299 1.78881 -2.88692
Se 5.32082 -0.06206 -7.45167
Se 0.23599 2.54647 -5.26984
Se 2.27672 3.13117 -4.24968
Se 4.06845 1.67669 -4.61438
S -1.65426 0.97756 -3.61253
S 1.15335 -0.38821 -3.91955
S 2.37319 1.52053 -1.55235
N 0.49823 0.74044 0.07618
N -0.24978 0.65634 1.21804
N -0.11463 3.08722 -2.00713
N 0.98127 -1.12774 -1.49359
N -1.38014 -0.47813 -1.35744
N -1.71485 -1.33551 -0.41052
N 1.19668 -1.78570 -0.33670
C -1.98771 4.86661 0.56933
C 0.33257 0.99616 2.35276
C 2.72500 -3.16119 -1.51393
C -2.29317 -2.70111 1.91454
C -2.45802 2.63461 -0.33594
C 3.98099 -3.43064 1.09510
C 1.67578 5.26800 -1.69727
C 3.88822 1.99801 1.16777
C -3.53126 -0.46882 -2.24526
C 2.38971 -3.49170 0.99077
C 3.05610 -2.75292 -3.97495
C 1.51218 -1.40897 -2.62294
C -2.16213 -0.07906 -2.35261
C -3.87683 -1.33019 -1.26048
C 1.89414 -4.94181 0.99735
C 2.44368 1.43843 1.19529
C -1.58304 3.84488 -0.19772
C 1.98447 -2.77859 -0.29050
C -4.52171 -3.06532 1.14492
C 1.71199 1.42895 2.36331
C -4.55652 -0.01665 -3.23650
C -0.03904 6.16166 -0.01561
C 1.85084 -2.75551 2.30112
C 0.42585 5.14039 -0.89832
C -2.92065 -1.78445 -0.34858
C -3.13237 -2.92124 0.61511
C -1.19690 6.02645 0.65749
C -2.02011 0.94799 3.26543
C -0.14251 0.03342 4.63061
C -0.24063 2.48093 4.17763
C 1.76392 1.14275 0.01556
C -2.72605 -4.17057 -0.08629
C 2.38644 -2.55911 -2.67919
C -0.55716 1.05488 3.53603
C -0.40438 4.04537 -0.99382
B 0.01444 0.15398 -1.26861
H 3.65662 -3.71369 -3.86279
H -2.79937 -1.94034 2.54810
H 2.25277 4.30896 -1.67818
H -2.25578 -3.60226 2.51757
H 4.21039 -3.55515 2.20265
H -0.23412 -0.94077 4.17439
H -4.53063 -3.92819 1.81605
H 2.30601 -5.67265 1.74108
H 3.81227 3.08523 1.15594
H 0.49825 7.06385 -0.02672
H -4.66128 1.05222 -3.28726
H 1.98613 -5.37098 -0.02394
H -0.80010 0.20486 5.46344
H 3.54129 -3.87931 -1.41475
H -2.30738 1.82993 2.76389
H -4.86685 -1.71770 -1.34058
H 0.78778 -2.82362 2.29330
H 2.12598 -3.34112 3.21991
H -5.51119 -0.40084 -3.00072
H 2.32770 -2.96553 -4.73848
H -1.63284 6.80268 1.33914
H 3.68715 -1.87236 -4.21197
H 1.50814 5.53157 -2.72751
H 0.86553 0.29233 5.03716
H 4.45178 -4.27544 0.64837
H -5.33439 -3.23845 0.47302
H -1.25952 -2.33928 1.82431
H -1.95784 1.69492 -0.21370
H 4.43501 1.72151 2.04815
H -2.98299 4.86307 1.04496
H -1.71393 -4.20246 -0.36041
H -2.86266 -5.03254 0.61876
H 2.25450 -1.74756 2.28813
H 2.12290 1.72580 3.29293
H 0.78947 2.51966 4.48400
H 4.48875 1.64462 0.28687
H -4.38935 -0.35602 -4.30965
H -4.71648 -2.16022 1.73774
H -3.37312 -4.45850 -0.91317
H -2.27296 0.14256 2.65338
H -0.37244 3.25168 3.47618
H -0.92612 2.59521 5.06236
H 0.79552 -4.81882 1.22922
H 2.28078 6.08166 -1.29026
H -2.47939 0.80580 4.20988
H -2.94638 2.78396 -1.33365
H -3.25911 2.62724 0.43006
H 4.51092 -2.53724 0.75619
```

---

(5)
The following is a DFT calculation (ωB97M-V/def2-TZVPD) of a molecular structure, C35H48BiF3INO7PSi.

Gap between HOMO and LUMO in eV: 5.19
Total charge: -1
HOMO level in eV: -3.2
Energy above the lowest of the compared OMol25 structures with the same formula, charge and spin in kcal per mole: 11.6

The geometry in XYZ format:
```
98
C35H48BiF3INO7PSi ωB97M-V/def2-TZVPD
Bi 1.04627 0.80831 -0.64607
I 5.64202 1.08318 3.16869
P 1.88133 -2.25321 -0.80398
Si -2.22317 2.05433 0.14536
F 1.63617 3.45758 1.24704
F 2.97255 3.44727 -0.46048
F 0.89982 4.02798 -0.71528
O -0.48043 -1.08703 -2.31944
O 1.38251 0.37087 1.39452
O -2.49062 2.93274 -1.21397
O -3.50694 1.09805 0.53237
O -2.10730 3.15455 1.33731
O -0.91648 1.16942 -0.07842
O 3.82223 0.66076 -0.64933
N 5.97991 0.64173 -0.04944
C 2.98737 -2.53999 -2.23387
C 0.85536 -5.10011 -0.30226
C 4.51399 -3.95509 -3.46003
C -3.06283 -1.27102 0.67313
C 4.81171 -3.19578 2.77377
C 4.51272 -3.05918 -4.51732
C 4.44289 -2.42172 0.52618
C 2.98784 -1.64859 -3.30753
C -0.21045 -3.42322 -1.66965
C -3.60619 4.99587 -0.47344
C -3.56762 2.86337 3.23578
C 3.74619 -1.90135 -4.43676
C 3.75199 -3.70081 -2.32644
C 3.47993 -3.57259 2.84726
C 0.22932 -2.03947 -2.01635
C -5.37741 -0.33597 0.43183
C -1.16119 2.15925 3.33086
C 4.29451 1.43747 1.55050
C 1.68724 3.11312 -0.07509
C -1.20567 -4.29874 -2.05970
C 2.63587 -3.36590 1.76484
C -3.91116 -0.17486 0.02829
C 5.28997 -2.61942 1.60482
C -1.15849 -5.60154 -1.56092
C 4.67490 0.85594 0.21139
C 0.82614 -3.82111 -0.81655
C -3.44326 3.92968 -1.56054
C -2.90870 4.58477 -2.83331
C -4.80608 3.28631 -1.83318
C -0.15174 -5.99033 -0.69276
C -1.74071 4.58506 3.16859
C -3.77178 -0.24777 -1.49025
C 3.10228 -2.81291 0.56952
C -2.14743 3.17117 2.75212
C 0.52995 -0.58561 1.98132
H -1.80373 4.69620 4.25246
H -2.02789 -1.15721 0.35352
H 4.82512 -1.98128 -0.38713
H -1.54057 1.14630 3.18941
H 4.22376 2.51777 1.45367
H -2.74432 3.82170 -3.59503
H -3.10774 -1.19468 1.76204
H 0.58955 -1.55216 1.46496
H 2.38431 -0.75151 -3.24068
H -4.09846 4.56860 0.39900
H -3.42101 -2.25684 0.37033
H 1.64916 -5.43054 0.35571
H -1.95352 5.06517 -2.61754
H -5.46915 -0.29577 1.51882
H 3.31952 1.04386 1.83714
H -0.71710 4.77691 2.84383
H -1.00269 2.33759 4.39552
H -0.12800 -7.00951 -0.32417
H 3.73486 -1.20249 -5.26465
H 5.09583 -3.26642 -5.40651
H -0.51212 -0.25893 1.95643
H -5.11407 2.71078 -0.95932
H -3.61211 5.32806 -3.21265
H -2.62456 5.35392 -0.16541
H -5.76281 -1.29320 0.07730
H 6.33310 -2.32800 1.54209
H 6.22330 0.23374 -0.93608
H 6.68465 0.73307 0.65961
H -1.99090 -3.99523 -2.74228
H -4.29902 0.58508 -1.95661
H -4.20051 5.82935 -0.85198
H 0.83651 -0.72197 3.02321
H -4.24872 3.66543 2.94249
H -5.55239 4.05714 -2.03451
H -2.39894 5.31449 2.69427
H -1.91766 -6.31985 -1.84829
H -5.96968 0.47302 0.00120
H -3.90906 1.93866 2.77267
H -3.58802 2.76079 4.32226
H -2.72123 -0.19794 -1.76986
H 1.59437 -3.65443 1.84355
H -4.75025 2.61797 -2.69373
H -0.20682 2.23956 2.80691
H -4.19059 -1.18424 -1.86239
H 5.10218 -4.86348 -3.51980
H 5.46738 -3.33248 3.62520
H 3.75722 -4.39907 -1.49872
H 3.09556 -4.03342 3.75056
```

---

What are the calculated total energy values for these records? In order: -174103.11768; -90141.99213; -78178.46241; -350796.90784; -92162.83093 eV.